# 1
{
  "formula": "C36H37N7O2SW",
  "method": "wB97M-V/def2-TZVPD",
  "elements": ["W", "C", "C", "C", "C", "C", "C", "C", "C", "C", "C", "H", "H", "H", "H", "H", "H", "H", "H", "H", "H", "H", "H", "H", "H", "N", "C", "C", "C", "C", "C", "C", "S", "O", "O", "N", "C", "N", "C", "C", "C", "N", "H", "H", "H", "H", "H", "H", "H", "H", "H", "C", "C", "C", "C", "N", "C", "C", "C", "C", "C", "C", "C", "H", "H", "H", "H", "H", "H", "H", "H", "N", "C", "C", "C", "C", "C", "N", "H", "H", "H", "H", "H", "H"],
  "xyz": [[-0.24930, 0.15896, -0.31532], [2.26856, 4.12825, 1.00036], [2.54486, 2.99801, 1.99156], [1.67473, 3.11685, 3.23208], [2.47843, 1.64066, 1.32136], [3.49552, 1.27787, 0.43970], [3.58233, 0.01050, -0.11521], [2.67120, -0.98463, 0.22242], [2.95241, -2.40580, -0.16682], [1.58525, -0.62556, 1.06143], [1.50484, 0.67473, 1.60900], [2.39002, 5.08672, 1.49855], [1.25294, 4.07062, 0.61033], [2.96429, 4.10734, 0.16242], [3.59278, 3.09386, 2.30700], [0.61206, 3.09981, 2.99481], [1.88080, 4.06250, 3.72920], [1.87808, 2.32216, 3.94756], [4.27224, 1.99828, 0.22256], [4.42267, -0.23738, -0.74856], [3.92067, -2.70111, 0.23779], [3.01229, -2.52414, -1.24822], [2.21234, -3.09644, 0.22511], [0.98270, -1.42191, 1.51288], [0.76180, 0.88690, 2.37790], [-6.31914, 4.91700, -1.07272], [-5.24971, 4.29906, -0.51483], [-5.40865, 3.49621, 0.63041], [-4.33086, 2.85955, 1.19335], [-3.07049, 2.98866, 0.60764], [-2.89189, 3.77776, -0.52701], [-3.97115, 4.42728, -1.08239], [-1.72134, 2.21586, 1.34448], [-0.52535, 2.48653, 0.52157], [-1.69322, 2.44317, 2.74923], [-1.74886, 0.62345, 1.02573], [-2.32880, -0.36013, 1.78761], [-1.72184, -1.53380, 1.58544], [-2.20651, -2.56824, 2.27438], [-3.25592, -2.41754, 3.16085], [-3.79919, -1.14315, 3.27571], [-3.35326, -0.10630, 2.57979], [-7.18466, 4.96770, -0.56197], [-6.17252, 5.63840, -1.75940], [-6.38583, 3.40093, 1.08066], [-4.45263, 2.26449, 2.08767], [-1.90765, 3.89768, -0.95422], [-3.83145, 5.06210, -1.94440], [-1.73537, -3.53040, 2.11520], [-3.63797, -3.24603, 3.73132], [-4.62697, -0.94889, 3.94244], [-4.17742, -0.78270, -2.12860], [-4.35188, 0.24133, -3.05504], [-3.33305, 1.14903, -3.26004], [-2.15241, 1.02934, -2.52951], [-2.01395, 0.05828, -1.60351], [-2.99903, -0.83353, -1.41805], [-0.96023, 1.87338, -2.68505], [-0.86471, 2.87055, -3.65157], [0.30888, 3.59393, -3.78719], [1.38753, 3.32000, -2.95789], [1.29220, 2.33345, -1.98325], [0.12362, 1.58888, -1.82604], [-4.94042, -1.52295, -1.95238], [-5.27056, 0.32167, -3.61516], [-3.44622, 1.94347, -3.97847], [-2.82056, -1.59983, -0.67238], [-1.69074, 3.08331, -4.31131], [0.38123, 4.36611, -4.53703], [2.30343, 3.88018, -3.06232], [2.14202, 2.15747, -1.33717], [1.14166, -0.79102, -3.36388], [0.59858, -1.82705, -2.70760], [0.59179, -3.09324, -3.34914], [0.10926, -4.19333, -2.71228], [-0.36058, -4.06101, -1.39467], [-0.31741, -2.82772, -0.82121], [0.12664, -1.68913, -1.44594], [1.42457, -0.92869, -4.32023], [1.06778, 0.16741, -3.03194], [0.97872, -3.15453, -4.35460], [0.09840, -5.15075, -3.21266], [-0.73169, -4.90305, -0.83509], [-0.65772, -2.67388, 0.19188]],
  "e_homo_ev": [-12.8, -12.9],
  "lumo_ev": [-6.354, -6.642],
  "charge": 2,
  "spin_multiplicity": 3,
  "homo_lumo_gap_ev": [6.5, 6.3],
  "s_squared": 2.019
}

***

# 2
{
  "formula": "C36H37NP2SeTc",
  "method": "wB97M-V/def2-TZVPD",
  "elements": ["Tc", "C", "C", "C", "C", "C", "C", "C", "C", "C", "H", "H", "H", "H", "H", "H", "H", "H", "H", "H", "H", "H", "H", "H", "H", "P", "P", "C", "C", "C", "C", "C", "C", "C", "C", "C", "C", "C", "C", "C", "C", "C", "C", "C", "C", "C", "C", "C", "C", "C", "C", "C", "C", "H", "H", "H", "H", "H", "H", "H", "H", "H", "H", "H", "H", "H", "H", "H", "H", "H", "H", "H", "H", "H", "H", "Se", "C", "N"],
  "xyz": [[-1.31386, -0.01726, 0.26516], [-0.21189, 4.86039, -0.12114], [0.55029, 4.40575, -1.14314], [2.03505, 4.18472, -1.13008], [2.60552, 3.07581, -0.17177], [1.84161, 2.75758, 1.05957], [1.26308, 3.58826, 1.93353], [1.45427, 5.03880, 1.93324], [0.30055, 5.62711, 1.08025], [-1.62319, 0.07627, 2.36243], [-1.26467, 5.13758, -0.35873], [0.16807, 4.48059, -2.17952], [2.59083, 5.14210, -1.00463], [2.29483, 3.80959, -2.13966], [2.65148, 2.14845, -0.77875], [3.67241, 3.29277, 0.00732], [1.56608, 1.69218, 1.09336], [0.48722, 3.16414, 2.63449], [2.44367, 5.32865, 1.54850], [1.35096, 5.37934, 2.97606], [-0.57088, 5.80378, 1.73539], [0.62961, 6.61676, 0.72871], [-2.60812, -0.05116, 2.89268], [-1.18568, 1.03659, 2.74626], [-0.96187, -0.75758, 2.64007], [-0.88372, -1.17162, -1.53197], [0.51007, -1.68283, 0.86610], [0.87836, -1.04742, -1.70963], [1.55088, -1.42808, -0.56867], [-1.51228, -2.53675, -2.46022], [-0.71514, -3.01734, -3.50164], [-1.26495, -3.87115, -4.44214], [-2.59678, -4.26950, -4.31952], [-3.38498, -3.80654, -3.26006], [-2.84631, -2.94076, -2.32062], [-1.76597, 0.25454, -2.26269], [-2.59157, 0.99240, -1.40487], [-3.04857, 2.24738, -1.86580], [-2.78018, 2.63326, -3.19260], [-2.05142, 1.78468, -4.05017], [-1.48865, 0.58642, -3.58530], [0.52982, -3.58460, 1.13017], [-0.12774, -4.42579, 0.20823], [-0.09114, -5.82107, 0.31033], [0.58399, -6.44693, 1.36372], [1.23039, -5.64109, 2.29870], [1.20732, -4.24707, 2.17022], [1.53870, -1.29274, 2.34004], [0.96265, -1.45748, 3.61343], [1.51367, -0.83112, 4.72090], [2.72441, -0.15596, 4.59379], [3.40939, -0.19688, 3.38240], [2.83569, -0.78429, 2.25545], [1.32575, -0.69135, -2.63621], [2.61343, -1.67328, -0.52587], [0.30957, -2.67755, -3.58285], [-0.66100, -4.21903, -5.27370], [-3.03149, -4.93917, -5.05924], [-4.42788, -4.10737, -3.17984], [-3.44404, -2.52446, -1.51689], [-2.91390, 0.49764, -0.38735], [-3.60749, 2.91994, -1.20124], [-3.17572, 3.58724, -3.58091], [-1.85858, 2.05353, -5.08872], [-0.82976, -0.06809, -4.18566], [-0.66628, -3.99113, -0.63325], [-0.57814, -6.44599, -0.43873], [0.61162, -7.53611, 1.45294], [1.76205, -6.10324, 3.13034], [1.75794, -3.68323, 2.91430], [0.04703, -2.03873, 3.72252], [0.98912, -0.87500, 5.66970], [3.13003, 0.38001, 5.44665], [4.39684, 0.24567, 3.31001], [3.39528, -0.86264, 1.32537], [-2.59097, 4.32175, 1.50413], [-1.81945, 2.86543, 0.93280], [-1.22528, 1.90229, 0.49454]],
  "e_homo_ev": [-13.3, -13.2],
  "lumo_ev": [-7.126, -8.651],
  "charge": 2,
  "spin_multiplicity": 4,
  "homo_lumo_gap_ev": [6.1, 4.6],
  "s_squared": 3.821
}

***

Summary of relative energy (zero: lowest compared OMol25 entry of this formula, charge and spin) in kJ/mol
46.2 237.0
(order as listed above)